Entry i
Entry from the Open Molecules 2025 dataset: a 9-piece molecular cluster, H18O9 overall (ωB97M-V/def2-TZVPD).

Each line ends with the Mulliken spin population.
Element x y z (Å)
O (0.1763, -0.0689, 0.1169)  0.8429
H (0.5912, -0.7669, 0.6237)  -0.0225
H (-0.7586, -0.1624, 0.3003)  -0.1459
O (-2.4889, 0.0150, 1.0745)  -0.5962
H (-2.4204, -0.7141, 1.6909)  0.1498
H (-2.9348, 0.7044, 1.5667)  0.1901
O (2.9572, 0.6094, -1.9063)  0.0499
H (2.5719, 1.1072, -1.1852)  0.0003
H (2.7933, -0.3062, -1.6804)  0.0073
O (1.3474, -2.1273, 1.2581)  -0.0953
H (1.2075, -3.0216, 1.5691)  0.0350
H (1.9838, -1.7572, 1.8699)  0.0336
O (-4.1712, -0.4661, -1.2629)  0.2248
H (-4.1724, 0.3760, -1.7180)  -0.0394
H (-3.4974, -0.3738, -0.5893)  0.0183
O (1.9336, 2.0019, 0.8736)  0.0856
H (1.4567, 1.1805, 0.7544)  -0.0013
H (1.3295, 2.6771, 0.5647)  -0.0148
O (-0.3620, -0.1602, -2.8042)  0.0412
H (-0.8083, 0.5250, -3.3017)  -0.0262
H (-0.1084, 0.2646, -1.9848)  -0.0264
O (-1.8187, 2.6621, 2.5857)  0.4329
H (-1.6712, 2.2423, 1.7382)  -0.0890
H (-2.7605, 2.8312, 2.6092)  -0.2077
O (3.4007, -2.1024, -0.8112)  0.1837
H (3.7044, -2.7957, -1.3971)  -0.0454
H (2.5193, -2.3739, -0.5548)  0.0144

E_LUMO (alpha / beta) = 0.09870 / 0.10779 hartree
Gap between HOMO and LUMO (alpha / beta) = 2.65 / 10.66 eV
HOMO energy (alpha / beta) = 0.032 / -7.727 eV
Net charge = -1
⟨S²⟩ = 0.75
2S+1 = 2

Entry ii
Entry from the Open Molecules 2025 dataset: a 9-piece molecular cluster, H18O9 overall (ωB97M-V/def2-TZVPD).

Each line ends with the Mulliken spin population.
Element x y z (Å)
O (1.7047, 0.7906, -1.8919)  -0.0331
H (0.8090, 1.1270, -1.9184)  0.0755
H (2.1508, 1.3460, -1.2525)  -0.0504
O (1.1104, -3.7838, 0.3972)  0.1646
H (1.1295, -2.8320, 0.2976)  0.0354
H (1.7790, -3.9697, 1.0565)  -0.0290
O (-4.0822, 0.9183, -1.3665)  0.1318
H (-3.3823, 0.2705, -1.4484)  -0.0227
H (-4.6912, 0.5352, -0.7352)  -0.0524
O (0.0119, 2.0000, 2.6149)  0.0103
H (-0.1638, 1.3700, 3.3139)  -0.0033
H (0.0417, 1.4714, 1.8175)  -0.0498
O (2.3239, -1.4654, -0.3519)  -0.2720
H (2.1214, -0.8934, -1.0921)  0.1838
H (2.9376, -2.1087, -0.7065)  0.0552
O (3.1778, -0.4559, 1.9910)  0.1393
H (3.9723, -0.9248, 2.2463)  -0.0508
H (2.9834, -0.7751, 1.1097)  0.0427
O (-3.3219, 2.4449, 1.0468)  0.0567
H (-2.6896, 3.1087, 1.3221)  -0.0172
H (-2.8195, 1.8520, 0.4880)  -0.0081
O (-0.2325, 0.5691, 0.2841)  0.5214
H (-0.6212, 0.2097, -0.5134)  -0.1592
H (0.4159, -0.0828, 0.5500)  0.0275
O (-1.6207, -0.2103, -2.0358)  0.3379
H (-1.4251, 0.4937, -2.6541)  -0.0125
H (-1.6195, -1.0053, -2.5690)  -0.0215

E_LUMO (alpha / beta) = 0.10463 / 0.10105 hartree
Gap between HOMO and LUMO (alpha / beta) = 2.87 / 10.63 eV
HOMO energy (alpha / beta) = -0.027 / -7.879 eV
Net charge = -1
⟨S²⟩ = 0.75
2S+1 = 2

Tell me which of them is the least stable. Sure, it is entry i.

Entry i
Entry from the Open Molecules 2025 dataset: a 9-piece molecular cluster, H18O9 overall (ωB97M-V/def2-TZVPD).

Each line ends with the Mulliken spin population.
Element x y z (Å)
O (-4.9895, -2.9107, 20.7427)  0.3133
H (-5.4944, -2.1173, 20.5645)  -0.2175
H (-4.7214, -3.2237, 19.8788)  0.0204
O (-2.4786, -7.4207, 15.6416)  0.0798
H (-2.2033, -6.9321, 16.4172)  0.0073
H (-2.5598, -6.7574, 14.9563)  -0.0079
O (-0.7582, -7.4706, 20.8966)  0.0743
H (-1.3044, -6.7105, 20.6961)  0.0055
H (-1.2589, -8.2186, 20.5708)  -0.0190
O (-2.4912, -5.4614, 19.5694)  0.8851
H (-2.2701, -4.7364, 20.1541)  -0.1001
H (-1.8309, -5.4217, 18.8776)  0.0247
O (-4.2793, -6.9008, 18.1124)  0.0305
H (-4.5368, -6.2204, 17.4904)  0.0148
H (-3.9619, -6.4197, 18.8766)  -0.0010
O (-1.9634, -3.3176, 21.2919)  -0.9491
H (-2.4684, -2.5050, 21.3236)  0.2981
H (-1.4272, -3.2980, 22.0846)  0.2194
O (-0.3837, -5.4275, 17.4358)  0.3137
H (-0.1019, -4.6937, 16.8895)  -0.0948
H (0.3851, -5.9951, 17.4904)  -0.0564
O (-2.7268, -8.8761, 19.3288)  0.1268
H (-3.3108, -8.2415, 18.9135)  0.0085
H (-3.2881, -9.6262, 19.5250)  -0.0304
O (-1.0144, -1.9249, 18.9177)  0.0942
H (-1.1986, -2.4538, 19.6940)  0.1473
H (-0.2614, -1.3886, 19.1658)  -0.1874

E_LUMO (alpha / beta) = 0.10665 / 0.10285 hartree
Gap between HOMO and LUMO (alpha / beta) = 2.48 / 10.40 eV
HOMO energy (alpha / beta) = 0.420 / -7.597 eV
Net charge = -1
⟨S²⟩ = 0.75
2S+1 = 2

Entry ii
Entry from the Open Molecules 2025 dataset: a 9-piece molecular cluster, H18O9 overall (ωB97M-V/def2-TZVPD).

Each line ends with the Mulliken spin population.
Element x y z (Å)
O (-0.8004, -0.7675, -3.5082)  0.1835
H (-1.4746, -0.1933, -3.1476)  -0.0205
H (-0.4647, -0.3449, -4.3461)  -0.0665
O (-2.8866, -2.3073, 1.5604)  0.2008
H (-1.9852, -2.5440, 1.5656)  -0.0730
H (-3.5102, -2.8209, 1.0593)  -0.0254
O (3.8152, 0.3864, 0.0813)  -0.0118
H (4.2067, -0.1534, 0.7767)  0.0410
H (3.1644, 0.8901, 0.6143)  0.0302
O (1.9992, 0.6009, -1.6244)  0.1020
H (2.3517, 1.2134, -2.2868)  -0.0128
H (2.7245, -0.0314, -1.9503)  -0.0465
O (-2.7378, -0.1624, 0.3722)  0.0267
H (-3.0032, -0.5974, 1.1926)  -0.0369
H (-1.8184, -0.2939, 0.2157)  -0.0664
O (1.0586, -1.8348, -0.6438)  0.0006
H (1.3859, -1.0208, -0.2540)  0.1194
H (0.3731, -1.6543, -1.2914)  0.0343
O (0.7248, 0.9606, 1.0544)  0.4562
H (1.1446, 1.1418, 0.2238)  0.0588
H (-0.2536, 0.7876, 0.9937)  -0.0477
O (2.6217, 0.8079, 3.2361)  0.1766
H (2.0789, 0.2059, 3.7440)  -0.0951
H (2.2971, 0.6312, 2.3643)  0.0173
O (-3.7744, 2.4020, -0.3910)  0.1093
H (-3.5691, 3.0753, 0.2612)  -0.0669
H (-3.6683, 1.6231, 0.1277)  0.0127

E_LUMO (alpha / beta) = 0.11475 / 0.11415 hartree
Gap between HOMO and LUMO (alpha / beta) = 2.67 / 10.62 eV
HOMO energy (alpha / beta) = 0.450 / -7.514 eV
Net charge = -1
⟨S²⟩ = 0.75
2S+1 = 2

Tell me which of them is the least stable. Sure, it is entry ii.

Entry i
Entry from the Open Molecules 2025 dataset: an isolated ion of composition C2H6N3 and charge +1 (ωB97M-V/def2-TZVPD).

Each line ends with the Mulliken spin population.
Element x y z (Å)
C (0.7603, -0.1133, 0.0009)  0.6674
C (-1.6506, 0.0925, -0.1327)  0.0491
N (-0.3872, -0.6092, -0.3757)  0.4945
N (0.4643, -1.1070, 0.8244)  0.4703
N (1.7916, 0.4574, -0.4937)  0.2279
H (-1.7366, 0.4734, 0.9533)  0.0169
H (-1.4344, 0.7993, -1.0306)  -0.0084
H (-2.3722, -0.6648, -0.3790)  0.0208
H (0.2013, -0.8816, 1.8347)  0.0680
H (1.6289, 1.2715, -1.0886)  -0.0010
H (2.7345, 0.2817, -0.1130)  -0.0054

E_LUMO (alpha / beta) = -0.14730 / -0.32502 hartree
Gap between HOMO and LUMO (alpha / beta) = 7.34 / 7.33 eV
HOMO energy (alpha / beta) = -11.352 / -16.170 eV
Net charge = +1
⟨S²⟩ = 2.01
2S+1 = 3

Entry ii
Entry from the Open Molecules 2025 dataset: an isolated ion of composition C2H6N3 and charge +1 (ωB97M-V/def2-TZVPD).

Each line ends with the Mulliken spin population.
Element x y z (Å)
C (1.9629, 0.0832, -0.2150)  0.3832
C (-0.5897, -0.1133, 0.1699)  0.4811
N (1.1156, -0.4416, 0.5283)  0.6851
N (-1.3291, -0.8511, 0.9502)  0.0745
N (-0.9208, 0.8028, -0.7425)  0.0592
H (3.0615, -0.0804, -0.1056)  0.1421
H (1.9730, 0.7356, -1.0877)  0.1392
H (-0.7084, -1.4163, 1.5281)  0.0032
H (-2.2551, -0.5913, 1.2435)  0.0176
H (-0.3220, 1.1129, -1.5122)  0.0067
H (-1.9879, 0.7596, -0.7570)  0.0081

E_LUMO (alpha / beta) = -0.14706 / -0.31229 hartree
Gap between HOMO and LUMO (alpha / beta) = 6.69 / 7.54 eV
HOMO energy (alpha / beta) = -10.687 / -16.035 eV
Net charge = +1
⟨S²⟩ = 2.01
2S+1 = 3

Tell me which of them is the least stable. Sure, it is entry i.

Entry i
Entry from the Open Molecules 2025 dataset: C4H4NiO5 as an isolated structure (ωB97M-V/def2-TZVPD).

Each line ends with the Mulliken spin population.
Element x y z (Å)
O (-1.6055, 0.8645, 1.2428)  0.2267
C (-1.4313, 0.8104, 2.5744)  -0.0204
O (-1.7584, 1.7223, 3.3409)  0.0195
O (-0.8111, -0.2857, 2.9458)  0.1600
H (-0.0323, -3.3914, -2.9731)  0.0002
O (-0.8169, -2.1243, -1.5396)  -0.0003
C (-0.0646, -2.3165, -2.7737)  0.0047
C (1.2896, -1.7074, -2.4282)  0.0005
O (1.0950, -1.2769, -1.0479)  -0.0084
C (-0.1188, -1.4921, -0.6528)  -0.0197
H (-0.5981, -1.7941, -3.5730)  0.0005
H (1.5470, -0.8242, -3.0205)  0.0000
H (2.1152, -2.4250, -2.4329)  0.0001
Ni (-0.8658, -0.8692, 1.1419)  1.6364

E_LUMO (alpha / beta) = -0.01447 / -0.04511 hartree
Gap between HOMO and LUMO (alpha / beta) = 7.99 / 7.34 eV
HOMO energy (alpha / beta) = -8.388 / -8.568 eV
⟨S²⟩ = 2.01
2S+1 = 3

Entry ii
Entry from the Open Molecules 2025 dataset: C4H4NiO5 as an isolated structure (ωB97M-V/def2-TZVPD).

Each line ends with the Mulliken spin population.
Element x y z (Å)
O (1.9302, 1.9740, -0.0518)  0.0015
C (1.4712, 1.5285, 0.9392)  -0.0009
O (1.2050, 1.6056, 2.0870)  0.0001
O (0.4913, -0.3544, 0.3759)  -0.0041
C (-0.9473, -0.1327, 0.1611)  0.2053
H (-1.2717, 0.5208, 0.9880)  -0.0450
C (-1.1437, 0.6422, -1.1324)  -0.0170
H (-0.5811, 1.5926, -1.1471)  0.0120
H (-0.8591, 0.0562, -2.0194)  0.0070
H (-2.2036, 0.9206, -1.2392)  0.0023
C (1.0681, -1.7857, 0.2681)  0.0030
O (0.1933, -2.6878, 0.3405)  0.0715
O (2.2637, -1.8654, 0.1051)  0.0123
Ni (-1.6162, -2.0145, 0.3251)  1.7521

E_LUMO (alpha / beta) = -0.06914 / -0.09861 hartree
Gap between HOMO and LUMO (alpha / beta) = 7.86 / 7.76 eV
HOMO energy (alpha / beta) = -9.738 / -10.443 eV
⟨S²⟩ = 2.01
2S+1 = 3

Tell me which of them is the least stable. Sure, it is entry ii.

Entry i
Entry from the Open Molecules 2025 dataset: an isolated molecule of C3H6ClN (ωB97M-V/def2-TZVPD).

Each line ends with the Löwdin charge.
Element x y z (Å)
C (-0.5317, -0.0494, 0.3143)  -0.3714
C (-0.0081, 1.1464, -0.5304)  -0.1061
C (0.9046, 0.4500, 0.4712)  -0.6639
H (-1.2613, -1.9627, 0.5107)  0.0761
H (-0.2006, -1.8270, -0.8564)  0.0826
H (-1.2746, 0.1478, 1.0007)  0.1029
H (0.2561, 0.8455, -1.5732)  0.1063
H (-0.3975, 2.1673, -0.4024)  0.0992
H (1.1432, 0.9393, 1.3855)  0.0740
N (-0.8968, -1.3412, -0.2246)  0.0087
Cl (2.2667, -0.5161, -0.0953)  0.5918

E_LUMO = 0.03747 hartree
Gap between HOMO and LUMO = 9.79 eV
HOMO energy = -8.773 eV
SMILES string = N[C@@H]1C[C@@H]1Cl

Entry ii
Entry from the Open Molecules 2025 dataset: an isolated molecule of C3H6ClN (ωB97M-V/def2-TZVPD).

Each line ends with the Löwdin charge.
Element x y z (Å)
C (0.4566, -0.5630, 0.5846)  -0.3299
C (-0.8275, 0.1003, 0.1302)  -0.7391
C (-1.0005, 1.3849, -0.2257)  -0.0305
H (1.8997, -1.4960, -0.3931)  0.0532
H (1.3349, -0.0967, -1.1330)  0.0781
H (0.9731, 0.1790, 1.1894)  0.1020
H (0.1951, -1.4104, 1.2266)  0.1046
H (-1.9161, 1.8548, -0.4673)  0.0391
H (-0.0755, 2.0374, -0.1018)  0.0880
N (1.1031, -0.9682, -0.6573)  0.0107
Cl (-2.1429, -1.0221, -0.1526)  0.6238

E_LUMO = 0.03446 hartree
Gap between HOMO and LUMO = 10.42 eV
HOMO energy = -9.479 eV
SMILES string = C=C(Cl)CN

Tell me which of them is the least stable. Sure, it is entry i.

Entry i
Entry from the Open Molecules 2025 dataset: C3H6ClN as an isolated structure (ωB97M-V/def2-TZVPD).

Each line ends with the Löwdin charge.
Element x y z (Å)
C (-0.9604, 0.0655, 1.5844)  -0.3110
C (-0.3447, 0.5246, 0.2473)  -0.1965
C (0.2517, -0.5307, -0.4903)  -0.6361
H (0.0208, 1.3563, 3.0719)  0.1788
H (-1.2343, 2.0123, 1.7269)  0.0545
H (-0.3497, -0.6520, 2.1811)  0.0826
H (-1.9805, -0.6007, 1.1214)  0.1731
H (-0.4439, 1.3917, -0.3522)  0.0727
H (0.7250, -1.2884, 0.3311)  0.1043
N (-1.1770, 1.3215, 2.5894)  -0.0907
Cl (1.0484, -0.6956, -2.0150)  0.5681

E_LUMO = 0.02427 hartree
Gap between HOMO and LUMO = 9.86 eV
HOMO energy = -9.205 eV

Entry ii
Entry from the Open Molecules 2025 dataset: an isolated molecule of C3H6ClN (ωB97M-V/def2-TZVPD).

Each line ends with the Löwdin charge.
Element x y z (Å)
C (-0.9466, -0.8768, -0.3729)  -0.3937
C (0.4250, -0.3811, -0.4463)  -0.6536
C (1.1262, 0.1451, -1.5186)  0.0044
H (-2.7176, 0.1163, 0.2297)  0.0875
H (-2.0111, 0.7919, -1.4132)  0.1611
H (-0.8274, -1.6893, -1.2646)  0.1411
H (-1.0087, -1.4892, 0.7379)  0.1436
H (2.0261, 0.8154, -1.5824)  0.0850
H (0.8189, -0.1955, -2.4230)  0.0082
N (-1.7895, 0.4548, -0.2698)  -0.0731
Cl (0.7423, 0.3025, 1.2724)  0.4895

E_LUMO = 0.02945 hartree
Gap between HOMO and LUMO = 10.30 eV
HOMO energy = -9.502 eV
SMILES string = C=C(Cl)CN

Tell me which of them is the least stable. Sure, it is entry i.